The following is a DFT calculation (ωB97M-V with the def2-TZVPD basis set) of C5H11N as an isolated structure in a non-equilibrium geometry.

ΔE to the lowest compared entry with this formula, charge and spin	323.1	kJ/mol
HOMO	-9.0508	eV
calculated total energy	-251.7395	Ha
lowest unoccupied orbital energy	1.19	eV
max |F|	2.9	eV/Å

```
! RIJCOSX wB97M-V def2-TZVPD def2/J DEFGRID3
* xyz 0 1
C -1.14346 -0.21397 1.04556
C -0.69133 0.67660 -0.06147
C -1.44627 0.60479 -1.37711
N 1.04639 0.19028 -0.58330
C 2.05105 0.13193 0.51169
C 1.47032 -1.08185 -0.10637
H -0.32067 -1.09122 1.07561
H -1.12770 0.22608 2.04948
H -2.05229 -0.79830 0.85807
H -0.40185 1.68061 0.23815
H -1.71270 -0.43410 -1.60581
H -0.77178 0.96802 -2.15313
H -2.37549 1.19564 -1.41789
H 1.66738 0.32219 1.51846
H 3.06110 0.53289 0.34888
H 1.85533 -1.89095 -0.73162
H 0.70646 -1.57980 0.66233
*
```

Results of the natural (NBO) charge analysis, in e, for atoms 1 through 5: atom 1 (C): -0.6629, atom 2 (C): -0.0019, atom 3 (C): -0.6415, atom 4 (N): -0.4130, atom 5 (C): -0.2806